(1)
{
  "formula": "C5H13NO",
  "method": "wB97M-V/def2-TZVPD",
  "elements": ["C", "O", "C", "C", "C", "C", "N", "H", "H", "H", "H", "H", "H", "H", "H", "H", "H", "H", "H", "H"],
  "positions_angstrom": [[0.434657, -1.270622, 1.976846], [0.792668, -2.548839, 2.508807], [-0.455848, -0.806718, 0.665105], [-0.773637, 0.731161, 0.603906], [-1.269849, 1.124757, -0.847670], [1.234233, 0.524582, -1.921987], [-0.186949, 0.968941, -1.878430], [1.355966, -0.839449, 1.601198], [0.241808, -0.601370, 2.809228], [0.071165, -3.120446, 2.143085], [0.143390, -1.110968, -0.127897], [-1.459727, -1.279243, 0.505719], [0.232630, 1.288971, 0.789923], [-1.551540, 1.055356, 1.389967], [-1.443652, 2.284656, -0.874765], [-2.137840, 0.571072, -1.060536], [1.584088, -0.061498, -2.852041], [1.465723, -0.054461, -0.972060], [1.929285, 1.478644, -1.872115], [-0.206572, 1.665473, -2.586283]],
  "atomic_forces_ev_per_a": [[0.7, 2.9, -0.8], [-2.5, -0.7, -2.0], [-2.0, -0.7, 2.5], [1.4, 0.5, 0.2], [3.6, 2.6, 1.2], [1.0, 0.9, 1.8], [0.4, -1.0, -1.1], [0.7, -0.1, 0.1], [-0.8, 0.0, 0.3], [1.1, 0.1, 0.8], [0.7, -0.3, -1.6], [0.8, -0.2, 0.5], [-1.8, -0.6, -0.1], [1.3, -0.6, -1.2], [-0.3, -2.2, 0.4], [-1.2, -0.6, -0.6], [-1.1, 0.7, 1.4], [0.0, 0.6, -1.4], [-1.1, -1.8, -0.1], [-0.9, 0.6, -0.2]],
  "e_tot_ev": -8930.5576,
  "smiles": "CNCCCCO",
  "lumo_energy_ev": 0.901
}

=====

(2)
{
  "formula": "C5H13NO",
  "method": "wB97M-V/def2-TZVPD",
  "elements": ["C", "N", "C", "C", "C", "O", "C", "H", "H", "H", "H", "H", "H", "H", "H", "H", "H", "H", "H", "H"],
  "positions_angstrom": [[-0.050207, -0.493808, 1.829770], [0.125221, -0.632535, 0.381613], [-0.957381, -0.808642, -0.596964], [-0.772171, 0.014835, -1.853862], [-0.428000, 1.497298, -1.555928], [0.855843, 1.644748, -1.041276], [1.128181, -1.095891, 2.572666], [-0.250543, 0.563031, 1.977834], [-0.943815, -1.023341, 2.264604], [0.908540, -1.195123, 0.076279], [-0.852034, -1.902205, -0.911875], [-1.979931, -0.761486, -0.128825], [0.107465, -0.299166, -2.412686], [-1.630562, -0.199939, -2.507332], [-1.263406, 1.788495, -0.860258], [-0.473831, 2.103967, -2.474722], [0.800578, 1.103683, -0.226676], [2.073821, -0.727302, 2.166338], [1.048178, -0.768575, 3.628103], [1.084560, -2.175655, 2.519638]],
  "atomic_forces_ev_per_a": [[-1.1, -0.9, -0.5], [0.1, 0.3, -0.2], [0.0, -2.5, 0.4], [0.6, 0.5, -0.3], [-2.2, -0.3, -0.6], [0.0, -0.1, 0.8], [-0.1, 1.3, 0.5], [0.3, 0.2, 0.7], [0.4, 0.3, -0.8], [0.0, -0.1, 0.6], [-0.7, 1.1, 0.1], [1.0, 0.5, -0.3], [0.1, -0.6, 0.0], [0.1, 0.6, 0.1], [0.8, 0.6, -0.3], [-0.2, -0.2, 0.4], [0.5, 0.0, -0.3], [0.0, -0.1, 0.1], [0.3, -0.4, -0.4], [0.1, -0.2, 0.0]],
  "e_tot_ev": -8932.4514,
  "smiles": "CCNCCCO",
  "lumo_energy_ev": 1.005
}

=====

(3)
{
  "formula": "C5H13NO",
  "method": "wB97M-V/def2-TZVPD",
  "elements": ["C", "N", "C", "C", "C", "O", "C", "H", "H", "H", "H", "H", "H", "H", "H", "H", "H", "H", "H", "H"],
  "positions_angstrom": [[2.045081, 0.390918, 0.018311], [1.111203, -0.784862, 0.131666], [-0.227300, -0.717264, -0.570092], [-1.036658, 0.344961, 0.153270], [-1.386668, 0.069517, 1.565119], [-2.257211, 1.117996, 2.049061], [0.017295, -0.364222, -2.074068], [3.166279, 0.062872, 0.078289], [1.943002, 0.888672, -0.908430], [1.639877, 1.141718, 0.874538], [1.576739, -1.621762, -0.121965], [-0.624370, -1.690183, -0.702185], [-0.195682, 1.111620, 0.014258], [-1.951547, 0.725998, -0.342921], [-1.878410, -0.859918, 1.722883], [-0.524900, -0.069558, 2.221398], [-1.894543, 1.186969, 2.966933], [-0.797594, -0.673507, -2.697551], [0.958950, -0.974758, -2.384327], [0.316466, 0.714794, -1.994179]],
  "atomic_forces_ev_per_a": [[-0.7, -0.4, 2.7], [-0.4, 0.5, 0.2], [1.7, 0.4, -1.3], [1.4, 0.9, -1.5], [0.2, 0.4, 0.8], [1.5, -0.4, 1.6], [2.5, 0.1, 1.5], [-2.3, 0.6, 0.5], [0.0, 0.7, -1.1], [1.8, -1.5, -1.8], [0.4, -0.7, -0.3], [-0.6, -1.3, 1.1], [-1.9, 0.1, 0.9], [0.6, -0.4, -0.2], [-0.8, -1.1, -0.5], [0.4, 0.5, -0.2], [-1.1, 0.5, -1.0], [-0.5, 0.5, -0.4], [-1.6, 1.1, 0.3], [-0.6, -0.8, -1.3]],
  "e_tot_ev": -8931.4086,
  "smiles": "CN[C@H](C)CCO",
  "lumo_energy_ev": 0.961
}